Computed, not measured: one molecule with the formula C10H13BrN4, with ωB97M-V/def2-TZVPD.

```
28
Properties=species:S:1:pos:R:3
C 0.30122 -0.45076 -0.09261
C -0.69479 -0.94468 -0.92019
C 0.43222 1.00494 0.18121
C -1.56668 1.23169 -1.02498
C 2.03097 3.61080 0.52642
C 1.38817 -1.32050 0.52226
C 2.67420 -0.40350 0.71317
C -0.81444 -2.32973 -1.54611
C -2.59987 2.08781 -1.59090
C 0.84957 -1.79223 1.91741
N -1.57933 -0.02380 -1.40952
N -0.53938 1.81256 -0.24303
N 2.31586 2.37791 0.53986
N 1.54246 1.42558 0.82604
Br 3.83325 0.00409 -0.64878
H 2.75639 4.29589 0.43072
H 0.97439 3.98437 0.62238
H 1.63985 -2.21001 -0.02104
H 2.91620 -0.38332 1.73828
H -1.36551 -3.08610 -0.93315
H -1.51026 -2.29487 -2.49587
H 0.20888 -2.76167 -1.89850
H -3.39963 2.49044 -0.91039
H -2.22868 3.03365 -1.98390
H -3.08465 1.52867 -2.40195
H 0.10449 -1.10246 2.37248
H 1.59692 -1.91261 2.68836
H 0.22524 -2.68600 1.95810
```

Summary:
- energy relative to the best compared isomer or geometry (same formula, charge and spin) (kcal per mole) = 0.0
- DFT total energy (eV) = -86579.4260
- total charge = 0
- Kohn-Sham gap (alpha / beta) (eV) = 8.168 / 8.171
- max |F| (eV/A) = 5.4
- lowest unoccupied orbital energy (alpha / beta) (Ha) = 0.004 / 0.004
- HOMO energy (alpha / beta) (hartree) = -0.2959 / -0.2959

Results of the Löwdin charge analysis, in e, for atoms 1 through 2:
1 C -0.0983
2 C -0.2607

Computed, not measured: C10H13CeNO5 as an isolated structure, with ωB97M-V/def2-TZVPD.

```
30
Properties=species:S:1:pos:R:3
Ce 0.13272 -2.07394 -2.53258
O -0.97938 -4.44755 -0.35064
C -0.58810 -3.81658 -1.26547
C 0.80013 -0.12269 -3.44380
O 1.10258 0.97128 -3.77093
C -1.98857 -1.49352 -2.97431
O -3.09753 -1.12920 -3.01736
C 2.22273 -2.34592 -1.76111
O 3.24807 -2.44482 -1.21756
H 0.58747 -4.59544 -5.63425
H 0.82262 -3.98996 -6.02145
O -0.29204 -0.96881 -0.15139
C -0.46941 0.06135 0.55818
C -0.87610 -0.05678 1.97764
C 0.18591 0.47290 2.96123
C 0.21224 1.98233 3.03566
C 0.57327 2.74261 1.76200
C -0.36935 2.54818 0.59281
N -0.25234 1.25299 0.01308
H -1.84944 0.45713 2.11976
H -0.99644 -1.14090 2.11813
H -0.00684 0.03240 3.96032
H 1.17509 0.08029 2.67977
H -0.78247 2.32067 3.35927
H 0.92888 2.27470 3.82000
H 0.62582 3.82205 1.96632
H 1.57886 2.45932 1.44247
H -1.40528 2.66023 0.92630
H -0.18701 3.30589 -0.18989
H -0.05610 1.18176 -0.96222
```

Summary:
- ⟨S²⟩ = 0.751
- DFT total energy (eV) = -35199.6336
- total charge = +3
- spin multiplicity = 2
- Kohn-Sham gap (alpha / beta) (eV) = 3.758 / 3.851
- max |F| (eV/A) = 13.6
- lowest unoccupied orbital energy (alpha / beta) (Ha) = -0.572 / -0.568
- HOMO energy (alpha / beta) (hartree) = -0.7098 / -0.7100

Results of the Löwdin charge analysis, in e, for atoms 1 through 2:
1 Ce 1.3358
2 O 0.2912

Computed, not measured: C10H13ClO3W as an isolated structure, with ωB97M-V/def2-TZVPD.

```
28
Properties=species:S:1:pos:R:3
Cl 2.32857 -2.50982 1.33625
C 0.83500 1.18904 -0.08928
C 0.33873 1.02358 -1.44055
C 1.29649 0.30861 -2.20186
H -0.54770 1.56577 -1.81861
C 2.40295 -0.05939 -1.28489
C 2.12943 0.58324 0.01497
H 2.76764 0.53096 0.90058
H 0.41751 1.93874 0.59772
H 1.23409 0.03482 -3.25919
C 3.30257 -1.22415 -1.45719
W 0.75764 -1.07813 -0.50173
C -0.67978 -2.00222 -1.57762
O -1.65095 -2.36277 -2.03268
C 0.42307 -1.61637 1.49491
O -0.20616 -1.73699 2.45203
H 2.84768 -1.93306 -2.17481
H 3.36593 -1.76160 -0.46960
H 4.31825 -0.94589 -1.79389
C -3.50809 1.46941 2.09336
C -2.24624 1.27297 1.21454
O -2.51084 0.36775 0.01714
H -4.40866 1.77149 1.53533
H -3.36022 2.23283 2.85906
H -3.68516 0.54065 2.66919
H -1.85777 2.22655 0.76195
H -1.45940 0.68092 1.68082
H -2.64460 -0.50691 0.47408
```

Summary:
- ⟨S²⟩ = 2.052
- energy relative to the best compared isomer or geometry (same formula, charge and spin) (kcal per mole) = 68.1
- DFT total energy (eV) = -31048.9032
- total charge = +2
- spin multiplicity = 3
- Kohn-Sham gap (alpha / beta) (eV) = 5.491 / 5.646
- max |F| (eV/A) = 4.5
- lowest unoccupied orbital energy (alpha / beta) (Ha) = -0.430 / -0.417
- HOMO energy (alpha / beta) (hartree) = -0.6318 / -0.6248

Results of the Löwdin charge analysis, in e, for atoms 1 through 2:
1 Cl 0.5356
2 C -0.1037

Computed, not measured: one molecule with the formula C10H13ClSi, with ωB97M-V/def2-TZVPD.

```
25
Properties=species:S:1:pos:R:3
C 3.11463 -0.64127 -0.41060
C 2.49504 0.03419 -1.44632
C 2.35283 -1.13865 0.63108
C 1.12277 0.19912 -1.42725
C 0.97426 -0.97481 0.66067
C 0.33852 -0.29670 -0.38779
C -1.34495 1.99207 1.60114
C -2.08997 1.05647 1.03273
C 0.19319 -1.53708 1.80779
C -2.07912 0.81431 -2.05855
Si -1.53586 -0.01041 -0.43026
Cl -2.53625 -1.79576 -0.31691
H 4.18601 -0.77973 -0.41233
H 3.07711 0.43074 -2.26537
H 2.83894 -1.66566 1.44040
H 0.64868 0.72812 -2.24018
H -1.69902 2.59614 2.42258
H -0.33900 2.19234 1.26891
H -3.09149 0.89460 1.41314
H -0.45260 -0.77815 2.24537
H -0.44042 -2.35453 1.46812
H 0.85992 -1.91678 2.57834
H -3.16008 0.91490 -2.09344
H -1.65489 1.80814 -2.15905
H -1.77824 0.22840 -2.92223
```

Summary:
- energy relative to the best compared isomer or geometry (same formula, charge and spin) (kcal per mole) = 0.0
- DFT total energy (eV) = -30982.7284
- total charge = 0
- Kohn-Sham gap (eV) = 10.047
- max |F| (eV/A) = 1.3
- lowest unoccupied orbital energy (Ha) = 0.032
- HOMO energy (hartree) = -0.3372

Results of the Löwdin charge analysis, in e, for atoms 1 through 2:
1 C -0.0801
2 C -0.0907